This record from OMol25 describes one molecule with the formula C3H6N2O. The level of theory is ωB97M-V/def2-TZVPD.

```
12
Properties=species:S:1:pos:R:3
N 2.3666 -0.2073 0.2550
H 3.2966 0.4025 0.0293
N 0.0659 -0.4409 -0.0250
H -1.5002 1.7497 0.3402
C -2.0169 0.8070 0.0175
C 1.2392 0.4143 -0.2929
H -3.1706 0.7264 0.1281
C -1.2579 -0.3150 -0.2076
H 1.3943 -1.7995 0.3661
H 1.0249 1.3827 -0.7314
O 0.4667 -1.5574 0.3442
H -1.9086 -1.1625 -0.2235
```

The value obtained for the HOMO energy is -7.7 eV. As for the SMILES: [H]/N=C/N(O)C=C. The calculation puts the HOMO-LUMO gap at 8.41 eV.

***

This record from OMol25 describes C17H28AlBF7O6S as an isolated structure. The level of theory is ωB97M-V/def2-TZVPD.

```
61
Properties=species:S:1:pos:R:3
C 3.3870 -3.8097 -2.3498
H 2.0363 -1.4960 -1.8309
C 2.4398 0.4987 -0.6953
C 0.5833 1.5858 0.9002
C -0.9253 1.5175 1.5240
C -5.1169 -2.7225 -0.1169
H -1.4706 3.4586 0.4779
H 2.3820 -3.4298 -2.7691
H -1.5121 0.6515 1.0346
H -3.7299 3.7477 1.9691
F -0.2395 3.8733 -1.7222
O -2.8749 -1.7909 0.1036
O 2.6386 -3.3994 2.4322
H 3.3288 -0.4177 -2.5409
C -1.7186 2.9060 1.4419
H 3.0883 0.5222 0.2369
S 1.4355 3.2729 0.9715
C -3.3214 2.7750 1.5031
H -3.1280 1.0880 3.0818
C 4.0466 -1.6690 -0.8539
B 2.5243 -1.9550 2.4361
C -4.4291 0.4498 1.2714
H 4.6187 -3.7846 -0.5053
H 2.8481 -3.5047 -0.1479
Al 0.8500 -0.9068 1.8152
C 0.8694 0.6719 -0.4385
H -4.7868 1.8832 2.9214
F 1.9971 3.6632 -2.2094
F -1.3946 1.2606 -1.4749
C 2.8691 -0.7826 -1.5471
O 3.6470 -1.1630 2.9433
H -5.5540 0.6443 1.1209
H 5.0027 -1.5513 -1.4911
F -0.5521 1.7290 -3.9224
F 1.6167 1.2169 -3.5965
H -6.1612 -2.6476 0.3330
H -5.1999 -2.3760 -1.2098
O -4.2806 -0.9397 1.6942
H 4.2972 -1.2885 0.1888
H -1.4131 3.6174 2.2976
H 4.1972 -3.5538 -3.1199
F -0.1959 -0.4653 -2.3049
F 0.4933 3.9989 -3.8448
C -0.0610 0.8463 -1.7270
H -0.8818 1.2380 2.6402
H 0.5205 4.2674 0.6721
C 0.6912 3.3135 -2.6013
C -3.8662 1.5139 2.3310
H 3.3172 -0.3020 3.2787
H 2.1123 -3.7936 3.1660
O 0.4956 -0.6762 0.0036
C -4.0331 -1.7781 0.5761
H -3.7519 2.7264 0.4330
H -4.8167 -3.8288 -0.1146
H -3.9585 0.5542 0.2257
O 1.3063 0.9257 1.9957
C 3.6808 -3.2305 -0.8864
C 0.4833 1.7622 -2.9200
H 2.7668 1.4193 -1.3173
H -0.4921 -1.3897 2.5520
H 3.2949 -4.9467 -2.3144
```

The value obtained for the HOMO energy is -4.9 eV. As for the total charge: -1. The calculation puts the HOMO-LUMO gap at 7.58 eV.

***

This record from OMol25 describes C17H22N2O4 as an isolated structure. The level of theory is ωB97M-V/def2-TZVPD.

```
45
Properties=species:S:1:pos:R:3
H -5.6840 2.2785 5.2521
H 5.2757 -3.6307 -2.9873
H 3.3991 -0.9741 0.3707
H -6.9061 1.3973 4.3663
C -3.5185 2.2834 0.5541
O 0.5958 0.0870 -1.1586
H -1.2900 1.4972 -0.6481
H 6.6083 -2.2693 -2.5339
C -5.8307 1.9325 4.4017
C 5.2606 -1.8844 -4.4020
C 4.5024 0.1840 -3.2558
C 4.5528 -0.4731 -2.0516
H 3.0862 -3.0823 0.9160
H -2.6858 -0.2185 2.8650
H 4.2016 -1.9970 -4.8200
C -1.5248 0.8687 0.3088
H 4.7801 1.3683 -3.3025
H 5.3840 -2.3591 -0.1069
O -6.0083 2.6681 3.1739
C -2.7855 1.3866 1.0678
C -4.3093 1.3570 2.7598
N 4.4032 -1.9335 -2.1343
O -5.0127 0.8137 3.9576
C 3.2630 -2.0994 0.0131
C 5.3388 -2.3591 -3.0083
C -0.9814 -0.4446 0.6473
H 4.5607 -3.5559 -0.8871
H 1.6890 -3.4433 -0.9046
C -3.1874 0.7760 2.1928
H 3.9736 0.0979 -1.2937
H 0.3754 -2.3598 0.7766
H -1.1329 -1.1047 1.3030
C 0.0615 -0.6260 -0.2563
H 6.0622 -2.0656 -4.9700
C 1.7826 -2.3287 -0.9231
O 5.3138 -0.2511 -4.4309
C -5.0079 2.3545 2.3747
C 4.3723 -2.6177 -0.8577
H 3.3532 -0.0129 -3.6309
H 5.5961 -0.0156 -1.5930
H -4.8865 3.8172 0.8451
N 0.6094 -1.9198 0.0883
H 1.9478 -1.6841 -1.7799
H -3.0660 2.8446 -0.4792
C -4.6509 2.8761 1.0287
```

The value obtained for the HOMO energy is -8.4 eV. The calculation puts the HOMO-LUMO gap at 8.17 eV.

***

This record from OMol25 describes C17H29B2F5N2O19Tl as an isolated structure. The level of theory is ωB97M-V/def2-TZVPD.

```
75
Properties=species:S:1:pos:R:3
C -10.7426 -17.0900 14.9271
O -13.9757 -20.2966 18.6929
F -9.6039 -16.6829 15.5327
H -12.3537 -15.9265 14.1727
O -14.7249 -19.6498 20.7188
O -13.4278 -22.5752 21.1190
H -10.7649 -19.7219 12.7259
H -11.1303 -25.5121 16.7626
C -8.1191 -19.1078 13.2356
O -12.1543 -26.5677 14.2464
C -9.2618 -20.9963 13.6852
C -12.9795 -18.2397 21.2293
H -10.1081 -21.0465 18.9526
H -10.4748 -17.0339 13.8713
H -8.9007 -19.1148 17.6821
C -11.9953 -26.1169 16.5054
O -12.7707 -18.9330 20.0049
F -7.4662 -24.6122 14.4822
N -12.3659 -25.7332 15.0857
B -13.4048 -21.3068 13.3832
O -5.5436 -26.2090 17.3731
C -6.9371 -23.2746 16.3732
H -11.1600 -23.9250 19.3563
H -13.1486 -21.1440 12.2637
H -7.4781 -22.7567 17.1705
H -10.3898 -22.4917 17.0047
H -10.0546 -21.2682 14.3800
H -11.9530 -15.3655 15.7378
C -14.1350 -18.9977 21.8590
H -14.1022 -20.4923 13.8001
O -7.5359 -25.4247 16.6348
C -13.8478 -19.6432 19.6869
H -12.4404 -21.1798 14.0494
H -11.8122 -27.1850 16.5180
O -8.3418 -18.5317 21.8580
C -11.9998 -16.2783 15.1441
O -9.2402 -20.1962 20.6765
F -11.8714 -18.3360 21.9840
H -13.8550 -19.7734 22.5740
B -11.4749 -22.3526 16.6583
C -12.4162 -18.4029 15.7494
H -10.1004 -20.9818 11.7128
O -13.4368 -23.1778 19.0539
C -6.2257 -25.3539 16.9327
H -12.0125 -21.5234 17.2848
C -9.3798 -19.1236 18.6613
O -8.3864 -19.9757 14.2050
C -8.6774 -18.9811 20.8184
H -12.0851 -23.3346 16.7154
H -6.7120 -22.5566 15.5841
H -12.8557 -25.8310 17.1052
O -8.7766 -18.3042 19.6349
H -11.4953 -21.9927 15.5380
F -8.5566 -22.0610 13.2604
H -10.8406 -22.6669 20.6060
H -13.8769 -22.3676 13.5066
H -13.2331 -17.2013 21.0220
O -7.3827 -18.1750 13.3334
N -12.8702 -22.9414 20.1133
C -11.4969 -23.4709 20.2833
H -8.9048 -24.1684 15.7309
H -8.2525 -20.9716 19.1070
O -11.1314 -18.3703 15.3708
H -14.9074 -18.4328 22.3770
O -12.9395 -17.1634 15.7213
O -8.7239 -19.4831 12.0888
C -9.8414 -20.2496 12.4773
F -10.6863 -18.7931 18.5242
C -9.2235 -20.5145 19.2880
Tl -14.2767 -21.9465 16.1835
H -11.5640 -24.2616 21.0269
O -5.8468 -24.0316 16.8062
C -7.8314 -24.3620 15.7589
O -12.8357 -24.6202 14.9477
O -12.9988 -19.3783 16.1144
```

The value obtained for the HOMO energy is -13.5 eV. As for the total charge: +1. The calculation puts the HOMO-LUMO gap at 3.44 eV.

***

This record from OMol25 describes a 6-piece molecular cluster, C23H45NO9S overall. The level of theory is ωB97M-V/def2-TZVPD.

```
79
Properties=species:S:1:pos:R:3
C 2.2399 2.1933 10.1008
H -1.8358 -1.7503 0.7567
O 3.6468 1.2204 3.4275
H 3.4663 3.7262 -0.6316
C 3.5982 2.6743 -0.3735
C 0.1050 0.9486 9.3939
O 1.7360 1.2312 -0.1300
C -2.1036 -4.0553 -6.7890
C -1.1172 -1.6890 1.5576
C -1.3914 -0.3655 2.2946
C 1.2377 0.0414 -7.4451
C -3.8919 0.0286 -3.4887
H -2.9967 -0.9662 -5.1525
H -0.4268 1.5928 4.3561
H 1.7416 2.6704 10.9462
O 1.3405 2.3362 7.9102
H -0.2895 0.3543 -5.9833
H 3.0694 1.4862 -2.8965
H 1.0109 -0.0615 2.8874
H -1.3039 -3.7128 -8.7461
C 0.4955 1.8477 3.8452
C 0.6608 0.7964 -6.2712
H 3.3262 0.4340 -7.1652
H -2.6743 -5.8385 -7.8336
H -0.5302 -0.6472 4.3286
C 2.1954 1.8866 -2.3790
H -0.0746 -3.9676 -7.4951
C -3.9085 -1.0190 -4.5698
N -1.4784 -2.7813 2.5020
H 1.2047 1.7113 5.9066
O -2.7242 -3.3166 -6.0586
C 2.4322 1.8644 -0.8860
H 0.3489 2.8527 3.4566
H 4.5261 2.3207 -0.8254
H -3.1588 -5.7927 -6.1250
C 0.7236 0.9530 2.6341
C 1.2367 1.8738 9.0228
H -5.9991 0.2955 -3.1867
H -0.6579 -3.3201 2.7575
H 1.4849 1.3772 2.0069
H 2.5171 1.5415 -8.2848
O -2.9604 0.7872 -3.3409
H -1.1452 1.7649 1.9177
H 2.8846 -0.1201 -8.7943
H -5.2475 -0.8602 -2.0794
H -0.5433 0.7965 8.5348
H -2.1844 -0.1358 4.2947
H 0.5046 1.8457 -6.5264
H -1.4639 -6.0895 -6.5667
C -0.5807 0.8411 1.8279
H 3.6637 2.5720 0.7073
H -0.3016 0.6669 0.7949
H 2.0233 2.9111 -2.7124
O 2.4853 -0.5200 4.7277
H 1.3231 1.2833 -2.6209
H -0.4755 1.3783 10.2115
H 1.3486 0.7399 -5.4261
H -3.9885 -2.0143 -4.1352
H -4.7649 -0.8567 -5.2268
O -2.4586 -2.8073 4.6288
C -5.1074 0.0926 -2.5916
S 2.9618 0.8305 4.8077
H -0.1026 -1.8380 1.2063
H 2.0381 2.9284 4.9607
H 4.4697 1.6558 3.6849
C -1.0416 -3.5081 -7.7065
H -4.9791 0.8839 -1.8562
C -1.4534 -0.7381 3.7606
O 3.9100 1.1868 5.8356
C -1.8847 -2.1809 3.7342
H -0.9613 -2.4396 -7.5588
C 1.6061 1.9349 4.9227
O 0.6591 -0.8949 -7.9458
C -2.3698 -5.5413 -6.8292
H 2.7144 1.2756 10.4505
C 2.5795 0.5027 -7.9576
H 0.5013 -0.0141 9.7191
H -2.4401 -0.1553 2.0685
H 2.9997 2.8609 9.7042
```

The value obtained for the HOMO energy is -9.3 eV. As for the SMILES: O=C1C[C@@H](CCCCS(=O)(=O)O)CN1.CC(C)=O.CC(C)=O.CC(C)=O.CC(C)=O.CC(C)=O. The calculation puts the HOMO-LUMO gap at 9.70 eV.

***

This record from OMol25 describes C34H37MoN5S as an isolated structure. The level of theory is ωB97M-V/def2-TZVPD.

```
78
Properties=species:S:1:pos:R:3
H 1.8976 -2.6875 -1.4396
C -3.4885 0.7726 -0.8866
H -2.9631 -0.1729 -0.9921
H 3.1487 2.9000 4.9210
N -0.6044 1.0871 -0.7126
H -2.9228 -5.9116 1.2935
S 0.0827 -2.0954 1.5723
C -0.5217 -0.4907 -3.3350
H -1.0563 2.3323 4.5269
H -2.0973 2.8408 2.5762
H -1.8779 -2.4554 -4.3417
H -1.3631 0.1381 -3.6328
C 3.1358 -0.9373 0.0592
H 3.5098 1.6261 2.8602
C -2.7404 1.8953 -1.5524
C -2.7595 3.8979 -2.9076
H 5.9642 -2.6296 0.8396
C -2.1346 -3.8585 -1.2892
C -1.3371 -2.8952 -0.6116
Mo 0.2462 -0.2464 0.0575
C 1.4425 1.1462 2.5488
C 5.0639 -2.0472 0.9819
H -2.4735 2.0485 1.0360
N -0.8213 -1.7712 -1.2260
C 4.3010 -1.6686 -0.1101
H -2.7366 -0.0882 2.1603
H -3.5893 0.9612 0.1859
C -0.6929 3.1758 -1.8862
C -1.0304 -1.6627 -2.5470
C 2.3014 2.4661 4.4046
N 2.2294 -0.6449 -1.0598
C 0.7697 3.4133 -1.6121
H 1.4570 -1.6012 -2.7689
H 1.1119 2.7935 -0.7847
N -0.9926 1.0691 2.1597
C -1.9575 0.2161 2.8613
H 3.1599 -0.6880 3.4201
C 0.1387 1.4327 2.9898
H 3.7242 0.3838 -2.1574
C -2.4681 -5.0906 0.7541
C -1.6337 -4.1928 1.4213
H -1.3995 -4.3272 2.4690
C -1.4090 4.0768 -2.6602
C 3.5014 -0.9252 2.4235
C -1.6686 2.2964 1.7261
C -3.4158 2.8188 -2.3322
C 2.1830 -1.7912 -1.9870
H 0.8425 3.1802 5.8182
H 2.0511 0.7744 -2.6149
H 1.3754 3.1818 -2.4923
H -0.8930 4.9360 -3.0748
H -4.4908 0.6705 -1.3023
H -3.3009 -5.6553 -1.1357
H 0.9429 4.4612 -1.3637
H -4.4811 2.6916 -2.4908
C -1.0587 -3.1242 0.7567
H -0.0305 -0.8304 -4.2491
C -1.7599 -2.6130 -3.2774
H 3.1509 -1.9579 -2.4651
H 5.1578 -2.0687 3.1253
H -3.3005 4.6024 -3.5260
C 1.0158 2.6380 4.8978
C -0.0509 2.1431 4.1701
H -0.9616 2.9480 1.2151
H -2.4332 0.7390 3.7024
C 2.5076 1.7426 3.2477
C -2.3309 -3.6905 -2.6717
H 0.1553 0.1204 -2.7539
C -1.3403 2.0334 -1.3620
H -2.9158 -4.4095 -3.2314
H 4.6257 -1.9745 -1.0956
C 2.7655 -0.4481 1.3227
C 4.6236 -1.7093 2.2548
H 2.7212 1.4004 -1.0968
C -2.6973 -4.9412 -0.5892
C 2.7113 0.5523 -1.7778
N 1.6485 0.3730 1.4056
H -1.4636 -0.6746 3.2382
```

The value obtained for the HOMO energy is -6.0 eV. The calculation puts the HOMO-LUMO gap at 5.79 eV.